This record from the OMol25 dataset describes a structure of composition C29H19F5FeO7PS2Se in a non-equilibrium geometry. The level of theory is ωB97M-V with the def2-TZVPD basis set.

Last column: Mulliken spin population.
Atoms and positions in Å:
H -5.933061 -0.217421 1.934626  0.000
H -2.763951 2.141034 -0.863934  0.000
C 2.081089 -0.864326 -3.376030  -0.010
C 3.428015 -2.001925 -5.063027  -0.001
Se 4.300577 0.640530 1.019129  0.858
S 0.135726 2.326015 3.252904  -0.001
C -1.005385 4.432272 1.756437  0.003
C -0.885349 3.030281 1.859532  -0.003
C -2.562168 4.095090 -0.004990  0.000
C 3.444445 -2.914422 2.025171  0.007
F 3.942133 -3.123909 -5.547092  0.000
C -2.359517 -0.588789 3.205436  -0.005
C 2.340110 0.323335 -4.088176  0.011
C -2.582493 -0.177448 1.872391  -0.006
H -0.921453 0.663867 -4.105965  0.000
C 2.912740 -1.138219 3.416072  0.087
H -0.324487 5.107163 2.286289  0.000
H -3.588030 -2.233923 -2.621160  0.000
O 2.751605 -2.626702 -1.278638  -0.004
H -4.148621 0.181391 0.454285  0.000
H 1.485339 -2.745386 3.027125  0.003
H 4.882762 -0.212585 3.471452  -0.031
O -0.852122 2.093796 4.322398  0.003
H -3.142584 -1.114263 5.131336  0.000
F 1.830650 -3.215833 -3.753453  0.000
C 4.594758 -2.137350 2.210453  0.129
S 1.488911 -2.038881 -1.009435  -0.002
C 3.249736 0.431832 -5.126611  -0.002
H 2.494879 -0.713393 4.346797  -0.007
C 3.812432 -0.773566 -5.601809  0.002
C 2.445553 -2.305014 2.806706  0.120
C 4.267335 -0.971946 2.975216  -0.029
C -2.286285 2.736225 -0.059865  -0.002
H 3.410986 -3.822251 1.418378  -0.003
O 0.226249 -2.689881 -1.309009  0.004
C -1.312768 0.186073 -3.205061  0.000
H -2.763433 -1.814158 -0.244754  0.000
C -1.101738 0.617938 -1.905657  0.008
O 1.440908 -1.073392 0.098871  -0.020
H -2.235275 -1.422026 -4.380186  0.000
Fe 1.912147 -0.086779 1.799276  3.828
F 1.740196 1.456035 -3.590008  -0.001
F 3.460149 1.600553 -5.748311  0.000
O 1.221129 3.301675 3.408977  0.002
C -1.984834 4.932104 0.940476  0.000
H -5.487927 -0.672457 4.425811  0.000
H -2.312947 5.963221 1.035862  0.000
F 4.648620 -0.765854 -6.651717  0.000
H -0.359362 1.407463 -1.736849  -0.001
C -2.838089 -1.489399 -2.370369  -0.001
C -2.509747 -1.166047 -1.078313  0.002
C -1.447169 2.155199 0.876225  -0.016
C -4.683059 -0.574012 3.658890  0.000
O 1.486425 -0.708655 -2.198689  -0.005
O 0.663500 0.964901 2.857771  0.029
H -1.265259 -0.641901 3.464125  0.008
P -1.170376 0.369606 0.839806  0.022
H -3.289138 4.392428 -0.697816  0.000
C -2.193115 -0.911772 -3.442862  0.001
C -3.872255 -0.079043 1.462406  -0.003
C -1.705403 -0.098612 -0.806915  0.001
C -4.935685 -0.272944 2.337407  0.000
H 5.580783 -2.329856 1.768864  0.024
C -3.328773 -0.768199 4.132278  0.000
C 2.471972 -2.047485 -4.032474  0.002

Atomic forces in eV per Å
H -0.31 0.15 0.18
H 0.43 0.42 0.72
C 0.10 0.25 -0.33
C -0.87 1.13 0.78
Se -0.80 0.73 -0.59
S 0.20 0.10 0.18
C 0.50 -1.08 0.94
C 1.15 -1.11 -0.63
C 0.09 -0.89 0.72
C 0.79 0.11 0.49
F 0.05 -0.46 -0.39
C 3.34 0.54 -0.65
C 0.05 1.16 0.99
C 0.31 -0.05 0.86
H 0.46 0.03 0.59
C 0.51 0.05 1.13
H -0.52 -0.52 0.36
H 0.27 -0.38 0.41
O 0.11 -1.03 0.17
H 0.25 0.13 -0.30
H -0.27 -0.07 -0.10
H 0.11 -0.66 -0.54
O 1.17 0.88 -0.99
H 0.14 0.17 0.26
F 1.06 0.59 -0.10
C 0.63 0.54 -0.04
S -1.25 3.16 -0.01
C -0.57 -1.44 -0.19
H 0.17 0.01 -0.82
C -0.43 0.34 0.39
C -1.18 -1.15 -0.24
C 0.20 -0.66 1.29
C -0.24 0.35 -0.55
H -0.28 0.43 0.23
O 1.44 -0.07 0.55
C -1.19 -0.93 -0.48
H -0.58 0.14 -0.18
C -0.15 -0.70 0.17
O -0.51 -1.99 -1.05
H -0.35 0.29 -0.77
Fe 1.84 0.36 -0.71
F 0.75 -0.80 -0.63
F 0.19 -0.19 0.11
O -1.53 -0.97 0.30
C -0.46 0.26 -0.91
H 0.49 0.01 -0.92
H 0.35 0.05 -0.31
F 0.24 0.11 -0.15
H -0.49 -0.22 0.11
C -0.20 -0.74 -1.22
C -0.21 -0.41 0.88
C -0.25 1.24 1.06
C 0.67 -0.49 1.88
O -0.17 -1.03 -0.75
O -1.00 1.71 0.49
H -1.26 -0.14 0.07
P 0.69 -1.25 0.62
H -0.94 1.01 -0.77
C 0.89 1.13 1.18
C -1.34 0.27 -0.38
C 1.25 1.82 -1.55
C 0.21 -0.31 0.43
H -0.56 0.22 0.03
C -2.82 0.07 -1.24
C -0.36 -0.21 -0.09

The expectation value of S² is 8.7705. The calculation puts the HOMO-LUMO gap (alpha / beta) at 0.158 / 0.182 hartree. The spin multiplicity is 6. Its molecular weight is 804.37 g mol⁻¹. The net charge is -2.

This record from the OMol25 dataset describes a structure of composition C29H20AsClF8NPPd in a non-equilibrium geometry. The level of theory is ωB97M-V with the def2-TZVPD basis set.

Last column: Mulliken spin population.
Atoms and positions in Å:
F 2.615392 1.095684 2.623707  0.000
H 3.597098 2.467561 -1.465365  0.000
H 1.871353 -1.373326 -5.557234  0.000
C -0.983025 -4.065617 -0.264337  0.092
H 4.752845 4.625847 -1.697987  0.000
C -1.462276 -6.145327 1.017213  0.013
C 0.937284 4.581345 -0.970623  0.000
C 1.616667 5.780260 -1.047437  0.000
N -1.505686 -1.818250 2.907856  0.044
C -3.126869 2.073988 -2.002331  0.000
C -1.195231 -5.467779 -0.169649  0.172
C -1.317253 -3.126171 3.259134  0.085
C 1.634001 3.381743 -1.232980  0.000
C 3.033319 3.391500 -1.436215  0.000
C 0.737978 -1.244044 -3.746298  0.000
H -3.526346 1.504581 1.315541  0.000
C 0.442704 -0.504245 -2.625589  0.000
H 3.516735 6.728515 -1.313202  0.000
C -1.617640 -0.915601 3.857913  0.039
Pd -0.992242 -1.355690 0.893569  -0.011
C 1.079010 0.763081 -2.401338  0.000
C 2.021042 1.181952 -3.368815  0.000
H -0.766351 -3.674267 -1.242397  0.014
C -1.003912 1.997842 -0.887780  0.000
F -1.776013 -5.952927 3.293543  0.013
C -1.495887 -5.384560 2.144270  0.074
H -1.633064 -0.457386 5.961372  0.000
C -1.056263 -3.316672 0.867739  0.033
C 2.983765 5.786585 -1.297539  0.000
C -1.161332 -3.510179 4.598863  0.122
C -3.759293 1.795789 -0.798509  0.000
H -1.080029 1.790962 1.271344  0.000
C 1.662843 -0.778945 -4.677140  0.000
H 1.082648 6.712438 -0.926060  0.000
H -1.132852 -2.812784 6.630492  0.004
C 2.294793 0.429216 -4.492266  0.000
F 2.738767 -1.432302 2.194901  0.000
C -1.521746 -1.239662 5.223273  0.131
H 0.240844 -2.190326 -3.908798  0.000
H 2.505484 2.137410 -3.260598  0.000
C 3.689235 4.599517 -1.505236  0.000
F 3.380448 0.258630 0.430950  0.000
C -3.017626 1.655032 0.372490  -0.001
H -4.837284 1.712242 -0.763824  0.000
H -0.952013 -4.537022 4.855046  0.003
C -1.278574 -3.963093 2.128194  0.140
C -1.637256 1.754218 0.339649  0.000
H -0.119573 4.568304 -0.736986  0.000
H -3.706628 2.218412 -2.903975  0.000
C -1.259272 -2.542601 5.590735  -0.030
F 1.331453 -0.965914 0.210705  0.001
H -1.256701 2.363582 -3.009024  0.000
F -1.154984 -6.144328 -1.277365  0.046
F 0.616402 -0.228700 2.412103  -0.001
H -1.641440 -7.212104 1.041201  0.002
H -1.780804 0.109553 3.552730  0.015
H 2.997514 0.798612 -5.226246  0.000
F 1.113220 1.326473 0.562684  0.000
P 0.741733 1.911234 -1.120808  0.000
C -1.742659 2.158688 -2.062689  0.000
Cl -0.832580 -1.262707 -1.660041  -0.001
As 2.096129 -0.038267 1.499462  0.000

Atomic forces in eV per Å
F -0.12 0.30 -0.27
H 0.00 0.01 -0.16
H -0.01 -0.02 0.01
C 0.11 -0.21 0.16
H 0.02 0.00 0.11
C 0.00 -0.06 0.08
C 0.00 -0.17 -0.28
C 0.01 0.04 0.01
N 0.38 0.51 -0.30
C -0.02 0.00 -0.07
C 0.09 0.12 -0.09
C -0.08 0.01 0.29
C 0.22 0.19 0.68
C -0.07 0.07 0.18
C -0.05 -0.01 0.15
H -0.01 0.00 0.00
C 0.29 0.44 -0.03
H -0.02 0.01 -0.09
C -0.13 0.07 0.04
Pd -0.84 -1.18 0.57
C 0.23 -0.96 0.05
C -0.30 -0.04 0.22
H -0.05 -0.02 -0.06
C 0.01 -0.22 0.02
F 0.06 0.05 0.02
C 0.08 -0.01 0.03
H 0.01 0.02 -0.01
C -0.37 0.22 -0.56
C 0.02 0.01 -0.13
C -0.14 0.07 -0.02
C 0.03 -0.01 -0.01
H 0.03 -0.23 -0.10
C 0.01 -0.14 -0.16
H 0.02 -0.01 0.15
H -0.01 0.00 0.00
C 0.15 0.07 -0.14
F 0.09 0.19 0.02
C -0.06 0.01 -0.05
H 0.00 0.01 -0.01
H -0.04 -0.01 -0.06
C -0.01 0.01 0.13
F -0.15 0.39 -0.05
C -0.06 -0.04 -0.03
H -0.01 0.02 -0.01
H -0.04 -0.02 -0.03
C 0.02 -0.39 -0.18
C 0.06 0.35 0.15
H -0.03 0.01 -0.10
H -0.03 0.00 0.01
C 0.03 -0.02 0.01
F 0.34 0.03 0.16
H 0.01 -0.06 -0.03
F 0.01 0.01 0.05
F 0.15 0.67 -0.27
H -0.01 0.00 -0.03
H 0.04 0.00 -0.01
H 0.02 0.00 0.02
F -0.40 1.33 -1.33
P -0.39 0.01 0.45
C -0.15 0.00 0.20
Cl -0.11 0.78 0.07
As 1.16 -2.18 0.62

The expectation value of S² is 0.7846. The calculation puts the HOMO-LUMO gap (alpha / beta) at 0.287 / 0.204 hartree. The spin multiplicity is 2. Its molecular weight is 782.24 g mol⁻¹. The net charge is +3.